The following is a quantum chemistry calculation of a molecular structure, C30H60Cl2OP2Sc, from OMol25.

CARTESIAN COORDINATES (ANGSTROEM)
1 Sc 0.02747 0.45390 -0.43867
2 Cl 2.05481 0.90773 -1.70112
3 P 1.49973 2.50405 0.82265
4 C 2.38792 3.92653 0.02339
5 C 0.57990 3.24859 2.26602
6 C 2.90489 1.44827 1.45889
7 C 1.57965 4.49760 -1.14950
8 H 3.28592 3.44221 -0.40126
9 C 2.82244 5.01236 1.01532
10 H 1.99119 5.66739 1.30593
11 H 3.58556 5.63631 0.53093
12 H 3.27348 4.58873 1.91920
13 H 1.64594 3.84346 -2.02524
14 H 1.98098 5.48030 -1.42773
15 H 0.51520 4.61239 -0.90960
16 H 3.44030 1.24313 0.51299
17 C 2.43446 0.10121 2.03186
18 C 3.85471 2.13922 2.43121
19 H 4.48917 2.87692 1.93214
20 H 4.51278 1.36969 2.85489
21 H 3.31058 2.60587 3.26263
22 H 1.39091 -0.17145 1.82771
23 H 2.53855 0.08570 3.12506
24 H 3.05704 -0.70701 1.61702
25 C -0.58583 4.07604 1.70983
26 H 1.29611 3.89296 2.80306
27 C 0.06740 2.14493 3.19197
28 H -0.25860 4.98864 1.20035
29 H -1.25188 4.38090 2.52867
30 H -1.18069 3.46839 1.01294
31 H -0.42610 1.33272 2.64370
32 H -0.68960 2.54750 3.87778
33 H 0.87707 1.71360 3.78887
34 Cl -2.14343 1.54064 -0.14509
35 H -0.05736 2.13922 -1.08100
36 P -0.85799 -0.31121 -2.98786
37 C 0.36271 -1.51999 -3.70779
38 C -2.45772 -1.23800 -2.79245
39 C -0.98154 0.99413 -4.29350
40 C 1.22597 -2.09234 -2.58762
41 H 0.99693 -0.89209 -4.36183
42 C -0.24484 -2.65105 -4.53254
43 H -0.72125 -3.39995 -3.88998
44 H 0.57284 -3.14790 -5.07047
45 H -0.96380 -2.30205 -5.27706
46 H 1.94977 -1.34716 -2.24111
47 H 1.79345 -2.96486 -2.93118
48 H 0.63421 -2.41131 -1.72203
49 H 0.07679 1.30983 -4.39191
50 C -1.78889 2.23176 -3.86156
51 C -1.45257 0.37735 -5.61007
52 H -0.66480 -0.25987 -6.03244
53 H -1.65606 1.18729 -6.32084
54 H -2.37585 -0.21244 -5.49119
55 H -1.95151 2.25306 -2.77515
56 H -2.76050 2.29335 -4.37045
57 H -1.22432 3.13817 -4.12208
58 C -2.32586 -2.19053 -1.59270
59 H -2.61517 -1.83057 -3.71039
60 C -3.62019 -0.27580 -2.56670
61 H -1.70521 -3.06712 -1.81989
62 H -3.32517 -2.53025 -1.29214
63 H -1.89238 -1.70962 -0.70752
64 H -3.39541 0.39028 -1.72257
65 H -4.52738 -0.83162 -2.30008
66 H -3.84544 0.33795 -3.44196
67 C 2.54257 -3.11223 0.10289
68 C 1.84030 -3.65538 1.32275
69 C 2.71843 -3.54494 2.56413
70 C 0.34424 -3.32712 1.64996
71 C -0.22852 -4.42468 2.31197
72 C -1.47149 -4.33317 2.94467
73 C -2.20491 -3.16565 2.92919
74 C -1.63848 -2.03371 2.30140
75 C -2.38137 -0.70575 2.54146
76 C -3.78793 -0.80788 1.99719
77 C -2.49634 -0.43424 4.02873
78 C -0.43659 -2.14962 1.52445
79 O -0.10449 -1.18144 0.66194
80 H 2.50888 -2.02767 0.02352
81 H 2.13781 -3.56646 -0.79802
82 H 3.59200 -3.41666 0.16157
83 H 1.74845 -4.72933 1.11201
84 H 2.86861 -2.50864 2.86862
85 H 2.31252 -4.10186 3.41753
86 H 3.69530 -3.97527 2.32286
87 H 0.29497 -5.37399 2.37080
88 H -1.85808 -5.22068 3.42098
89 H -3.18461 -3.15752 3.42566
90 H -1.82695 0.12776 2.07950
91 H -4.27721 -1.69985 2.38549
92 H -4.32421 0.07894 2.33437
93 H -3.83220 -0.85159 0.90677
94 H -1.53221 -0.26939 4.51820
95 H -3.08316 0.47669 4.16118
96 H -3.00481 -1.27470 4.51747

Results
Net charge = -1
HOMO energy = -0.1149 Ha
Frontier orbital gap = 5.816 eV
Maximum force = 2.5 eV Å⁻¹
2S+1 = 1